Entry 1:
{
  "formula": "C30H56ClF2N2O3PSb2Tl",
  "method": "ωB97M-V with the def2-TZVPD basis set",
  "molar_mass_g_mol": 1045.12,
  "e_above_lowest_kcal_mol": 0.0,
  "total_charge": -1,
  "largest_force_ev_per_a": 1.00,
  "homo_ev": -5.018,
  "gap_ev": 7.409,
  "species": ["Tl", "C", "Sb", "C", "C", "C", "C", "C", "C", "C", "C", "C", "Sb", "C", "C", "H", "H", "H", "H", "H", "H", "H", "H", "H", "H", "H", "H", "H", "H", "H", "H", "H", "H", "H", "H", "N", "C", "O", "C", "C", "H", "H", "H", "H", "H", "H", "F", "C", "F", "H", "C", "C", "C", "C", "P", "N", "C", "C", "C", "C", "C", "C", "C", "C", "H", "H", "H", "H", "H", "H", "H", "H", "H", "H", "H", "H", "H", "H", "H", "H", "H", "H", "H", "H", "H", "H", "H", "H", "H", "H", "H", "Cl", "C", "C", "O", "O", "H", "H"],
  "coordinates": [[1.871, -0.251, 0.144], [0.769, -1.233, 6.827], [0.225, -0.398, 4.885], [1.082, 1.525, 5.458], [-1.736, 0.339, 5.584], [-2.758, -0.695, 5.285], [-2.921, -1.746, 6.191], [-3.771, -2.808, 5.940], [-4.491, -2.834, 4.756], [-4.366, -1.785, 3.861], [-3.510, -0.704, 4.091], [-3.442, 0.381, 3.077], [-1.813, 0.180, 1.558], [-3.009, 1.355, 0.167], [-2.766, -1.633, 0.824], [0.345, -0.629, 7.628], [1.857, -1.215, 6.899], [0.432, -2.265, 6.924], [0.916, 1.704, 6.521], [0.599, 2.312, 4.878], [2.151, 1.539, 5.247], [-1.892, 1.274, 5.049], [-1.653, 0.533, 6.653], [-2.354, -1.722, 7.116], [-3.870, -3.612, 6.660], [-5.154, -3.662, 4.535], [-4.953, -1.791, 2.949], [-3.308, 1.365, 3.527], [-4.353, 0.396, 2.481], [-4.062, 1.300, 0.446], [-2.877, 0.949, -0.835], [-2.684, 2.394, 0.181], [-3.744, -1.392, 0.405], [-2.899, -2.330, 1.652], [-2.132, -2.086, 0.064], [0.484, 4.267, -0.364], [0.620, 3.339, 0.628], [-0.326, 3.012, 1.318], [2.044, 2.865, 0.858], [2.113, 1.501, 1.546], [-0.449, 4.537, -0.628], [1.206, 4.387, -1.050], [2.516, 3.632, 1.486], [2.576, 2.855, -0.098], [1.326, 1.425, 2.293], [3.074, 1.364, 2.042], [3.958, -2.689, -0.524], [3.960, -1.344, -0.189], [4.698, -1.269, 0.985], [4.593, -0.858, -0.947], [3.560, 1.133, -3.076], [2.292, 1.372, -3.907], [2.596, 1.201, -5.394], [1.887, 2.826, -3.641], [0.874, 0.302, -3.125], [0.831, 0.440, -1.597], [-0.791, 0.986, -3.802], [-0.867, 1.321, -5.292], [-1.836, -0.089, -3.470], [-1.163, 2.220, -2.966], [1.088, -1.482, -3.805], [2.557, -1.850, -3.562], [0.745, -1.718, -5.275], [0.260, -2.416, -2.910], [4.246, 1.979, -3.186], [4.095, 0.233, -3.369], [3.299, 1.049, -2.020], [3.322, 1.963, -5.696], [1.704, 1.324, -6.008], [3.033, 0.226, -5.613], [2.756, 3.485, -3.732], [1.495, 2.900, -2.626], [1.133, 3.176, -4.345], [-0.529, 0.495, -5.917], [-0.278, 2.204, -5.542], [-1.909, 1.535, -5.550], [-1.791, -0.930, -4.161], [-2.841, 0.337, -3.540], [-1.685, -0.451, -2.451], [-0.698, 3.132, -3.336], [-0.860, 2.050, -1.932], [-2.246, 2.373, -2.992], [3.230, -1.359, -4.265], [2.693, -2.928, -3.670], [2.843, -1.589, -2.542], [1.312, -1.068, -5.942], [-0.318, -1.574, -5.471], [0.985, -2.756, -5.527], [0.331, -2.101, -1.870], [0.661, -3.432, -2.969], [-0.789, -2.457, -3.193], [0.281, -3.683, 4.009], [0.109, -3.650, 2.239], [0.727, -2.409, 1.589], [0.394, -2.210, 0.387], [1.495, -1.682, 2.229], [-0.955, -3.680, 2.018], [0.601, -4.528, 1.829]],
  "forces_ev_per_a": [[0.9121, 0.0938, 0.2169], [-0.0568, -0.0660, -0.2448], [-0.0659, 0.7820, 0.5936], [0.0445, -0.1720, -0.1420], [0.2029, -0.1305, -0.2119], [-0.1733, -0.1042, -0.0475], [-0.0436, -0.0018, 0.0120], [0.0094, -0.0383, 0.0087], [-0.0622, -0.0218, -0.0208], [-0.0168, 0.0086, 0.0132], [-0.0267, -0.1417, 0.2115], [0.4051, 0.1668, -0.1280], [-0.9610, -0.2096, -0.1970], [0.2928, 0.0835, 0.1494], [0.1696, 0.1072, 0.0880], [-0.0099, 0.0309, -0.0066], [0.0147, -0.0159, 0.0153], [-0.0186, -0.0048, -0.0033], [-0.0149, -0.0091, 0.0099], [0.0277, 0.0150, -0.0363], [0.0097, 0.0374, 0.0058], [-0.0521, 0.0500, 0.0544], [0.0209, 0.0481, -0.0002], [0.0294, -0.0041, -0.0104], [0.0217, 0.0058, 0.0078], [-0.0146, 0.0208, -0.0029], [0.0188, -0.0018, -0.0048], [-0.0465, 0.0137, 0.0256], [0.0069, -0.0017, -0.0279], [-0.0005, -0.0869, 0.0184], [0.0287, -0.0003, -0.0326], [0.0355, 0.0278, -0.0286], [-0.0178, 0.0408, 0.0248], [0.0322, -0.0586, -0.0332], [0.0292, -0.0239, -0.0071], [-0.0575, 0.1780, -0.1673], [0.1592, 0.0629, 0.0498], [-0.0239, 0.0259, 0.0345], [-0.0815, -0.4289, 0.1200], [-0.1872, -0.1571, -0.2603], [-0.0284, -0.0622, 0.0553], [0.0391, -0.0741, 0.0067], [-0.0187, 0.0683, -0.0565], [0.0146, 0.1093, -0.0129], [-0.0067, -0.0368, 0.0495], [0.0146, -0.0472, -0.0321], [-0.1804, 0.0365, 0.0226], [-0.3222, 0.2794, 0.0272], [-0.1076, 0.0534, -0.0094], [-0.0930, -0.0325, 0.0020], [0.0132, -0.0561, 0.0249], [-0.2150, -0.0973, 0.2875], [-0.0526, -0.0694, 0.0560], [-0.0200, -0.0256, -0.0094], [-0.0265, 0.0840, -0.8083], [-0.0512, -0.0466, 0.1073], [0.1930, -0.0896, 0.1423], [0.0697, -0.0739, 0.0625], [0.0425, -0.0003, -0.0138], [-0.0196, -0.0194, 0.0223], [0.0025, 0.2113, 0.2496], [-0.0294, 0.0476, 0.0150], [-0.0123, 0.0957, 0.0516], [0.0443, 0.0339, 0.0916], [-0.0073, 0.0121, -0.0650], [0.0066, 0.0205, 0.0304], [0.0656, 0.0442, -0.0023], [0.0139, -0.0015, -0.0279], [0.0531, 0.0123, -0.0397], [0.0071, 0.0291, -0.0218], [0.0348, -0.0445, -0.0434], [-0.0238, 0.1119, 0.0221], [-0.0319, 0.0303, 0.0364], [-0.0579, 0.0548, -0.0458], [-0.0149, -0.0005, -0.0241], [-0.0069, 0.0193, -0.0321], [-0.0082, -0.0188, 0.0482], [0.0124, 0.0498, -0.0219], [-0.0957, -0.0494, 0.0011], [0.0408, 0.0018, 0.0203], [-0.0367, 0.0908, 0.0524], [-0.0143, -0.0353, -0.0484], [0.0012, -0.0225, 0.0214], [-0.0524, -0.0159, -0.0223], [0.1061, -0.0689, -0.0541], [-0.0348, -0.0628, -0.0407], [0.0211, -0.0304, -0.0376], [0.0236, -0.0108, -0.0145], [-0.0889, -0.0973, 0.0117], [0.0196, -0.0034, -0.0824], [0.0089, 0.0086, 0.0044], [0.0211, -0.3823, 0.0663], [-0.0115, 0.2622, -0.1994], [0.0543, 0.0333, 0.1865], [0.0488, -0.0473, -0.0847], [0.1878, -0.1998, 0.0681], [0.0291, -0.0581, -0.0667], [-0.0602, -0.0394, 0.0282]]
}

=====

Entry 2:
{
  "formula": "C30H56N6O9",
  "method": "ωB97M-V with the def2-TZVPD basis set",
  "molar_mass_g_mol": 644.81,
  "smiles": "CC(=O)OCCCO[C@@H](CN)[C@@H](CC(=O)c1ccccc1)OCCN.CNC(C)=O.CNC(C)=O.CNC(C)=O.CNC(C)=O",
  "total_charge": 0,
  "largest_force_ev_per_a": 2.77,
  "homo_ev": -7.794,
  "gap_ev": 8.366,
  "species": ["C", "C", "O", "O", "C", "C", "C", "O", "C", "C", "N", "C", "C", "C", "O", "C", "C", "C", "C", "C", "C", "O", "C", "C", "N", "H", "H", "H", "H", "H", "H", "H", "H", "H", "H", "H", "H", "H", "H", "H", "H", "H", "H", "H", "H", "H", "H", "H", "H", "H", "H", "H", "H", "C", "C", "O", "N", "C", "H", "H", "H", "H", "H", "H", "H", "C", "C", "O", "N", "C", "H", "H", "H", "H", "H", "H", "H", "C", "C", "O", "N", "C", "H", "H", "H", "H", "H", "H", "H", "C", "C", "O", "N", "C", "H", "H", "H", "H", "H", "H", "H"],
  "coordinates": [[5.039, -3.591, 1.966], [4.521, -3.135, 0.557], [4.978, -3.569, -0.474], [3.474, -2.241, 0.571], [3.527, -1.310, -0.536], [2.937, 0.080, -0.022], [1.478, 0.319, -0.615], [0.658, -0.722, -0.077], [-0.455, -0.211, 0.701], [-1.705, -0.181, -0.255], [-2.742, 0.806, 0.094], [-0.608, -1.207, 1.930], [-0.214, -0.456, 3.289], [1.346, -0.494, 3.524], [1.968, -1.534, 3.511], [2.096, 0.855, 3.833], [2.070, 1.930, 2.848], [2.737, 3.201, 3.100], [3.414, 3.350, 4.388], [3.463, 2.276, 5.376], [2.806, 1.006, 5.111], [-1.909, -1.787, 1.977], [-1.961, -2.941, 2.805], [-1.669, -4.306, 2.058], [-0.762, -4.186, 0.890], [4.881, -4.697, 2.025], [4.466, -3.073, 2.783], [6.120, -3.354, 2.106], [4.555, -1.146, -0.937], [2.813, -1.657, -1.335], [3.612, 0.945, -0.246], [2.781, -0.061, 1.081], [1.101, 1.357, -0.435], [1.577, 0.145, -1.724], [-0.272, 0.808, 1.131], [-2.196, -1.174, -0.407], [-1.313, 0.124, -1.270], [-2.556, 1.729, -0.303], [-2.944, 0.841, 1.091], [0.174, -2.011, 1.816], [-0.704, -0.944, 4.175], [-0.526, 0.620, 3.290], [1.530, 1.725, 1.896], [2.722, 4.002, 2.327], [3.904, 4.324, 4.601], [3.999, 2.448, 6.336], [2.851, 0.172, 5.851], [-1.317, -2.894, 3.720], [-3.024, -3.007, 3.181], [-1.156, -4.975, 2.816], [-2.609, -4.833, 1.756], [0.185, -4.324, 1.258], [-0.916, -4.932, 0.209], [-3.770, 3.473, -3.507], [-3.051, 3.793, -2.222], [-3.524, 3.530, -1.127], [-1.831, 4.396, -2.309], [-1.107, 4.783, -3.503], [-4.719, 2.999, -3.283], [-3.964, 4.392, -4.067], [-3.174, 2.785, -4.108], [-1.409, 4.579, -1.411], [-0.146, 4.266, -3.511], [-0.931, 5.861, -3.468], [-1.655, 4.539, -4.409], [3.914, -3.231, -6.211], [2.851, -3.829, -5.324], [1.688, -3.939, -5.687], [3.224, -4.251, -4.088], [4.544, -4.205, -3.483], [3.469, -2.941, -7.160], [4.338, -2.341, -5.741], [4.699, -3.964, -6.404], [2.464, -4.640, -3.551], [4.841, -5.224, -3.228], [4.483, -3.613, -2.569], [5.285, -3.769, -4.147], [-2.954, 3.738, 5.060], [-1.582, 3.178, 4.786], [-1.277, 2.703, 3.702], [-0.667, 3.214, 5.791], [-0.832, 3.731, 7.135], [-3.568, 3.639, 4.167], [-3.430, 3.184, 5.871], [-2.884, 4.796, 5.318], [0.229, 2.822, 5.534], [-0.099, 4.524, 7.294], [-0.641, 2.923, 7.844], [-1.830, 4.126, 7.301], [-3.857, -0.721, -4.689], [-5.001, 0.254, -4.800], [-5.278, 1.033, -3.902], [-5.732, 0.247, -5.949], [-5.559, -0.595, -7.116], [-3.372, -0.598, -3.723], [-4.228, -1.746, -4.762], [-3.122, -0.531, -5.474], [-6.480, 0.924, -5.953], [-5.381, 0.044, -7.983], [-6.478, -1.162, -7.276], [-4.727, -1.285, -7.002]],
  "forces_ev_per_a": [[-1.0298, 0.3891, -0.0438], [-0.0783, -0.3848, 0.5931], [0.0478, 0.4009, 0.6841], [1.9355, -0.1472, 0.0237], [-1.5406, 1.4868, -0.5524], [-0.8777, -0.5431, 0.1846], [1.6870, -0.8541, -0.5149], [-0.1131, 1.5694, 0.4995], [-0.9162, -1.5351, -0.0090], [-0.0763, 0.7945, -0.5308], [0.4343, -0.3557, -0.1785], [1.2118, 0.2087, 0.4634], [0.3493, 0.4866, -0.2662], [-0.2348, 0.4721, 0.2052], [-0.3050, 0.5083, 0.0981], [0.4804, 0.9826, 0.5236], [0.6794, 0.0796, 1.5759], [-0.0246, -2.1809, 1.7147], [-0.7606, -1.1031, -0.6806], [-0.9990, -0.1254, -1.6524], [-0.0965, 1.6139, -1.7290], [0.6479, -0.0172, 0.6858], [-1.0395, -0.8536, 0.0425], [0.4870, -0.6677, 0.4028], [0.1623, -0.1803, 0.5864], [0.2627, 0.9450, 0.0184], [0.4499, -0.5738, -0.8518], [-0.8290, -0.2317, -0.4626], [-0.7748, -0.5889, 0.4116], [1.0297, 0.0294, 0.5607], [-0.4767, -0.7633, 0.2518], [0.4964, 0.4346, -0.9177], [0.1606, -0.8577, -0.0102], [-0.3808, 0.4063, 0.8328], [-0.0107, -0.6497, -0.6973], [0.8001, 0.5866, 0.4623], [-0.2756, -0.3365, 0.9969], [-0.2412, -0.3742, 0.5697], [0.1110, 0.1344, -0.3601], [-0.8652, 0.7275, -0.1646], [0.5789, 0.3113, -0.7629], [0.0256, -0.9420, -0.0490], [0.4829, 0.4444, 0.9029], [0.0591, -0.6986, 0.8773], [-0.3452, -0.8909, -0.0583], [-0.4940, -0.1912, -0.9019], [-0.1148, 0.7965, -0.8035], [-0.2513, 0.3028, -0.8510], [1.0449, 0.1452, -0.3159], [-0.8677, 0.5439, -0.4876], [0.6664, 0.7117, 0.1762], [-0.3075, 0.2007, -0.5388], [-0.0861, 0.2901, 0.3829], [-0.0710, 0.2677, 0.1105], [-0.1172, 0.0006, 0.2399], [0.1008, 0.1020, -0.1064], [-0.2249, -0.1664, -0.1214], [0.2007, 0.0813, 0.5203], [0.1810, 0.0094, 0.0981], [0.1496, -0.0472, -0.1121], [-0.0671, 0.0834, -0.0985], [-0.0174, 0.0128, -0.0662], [0.0356, 0.0808, -0.2582], [0.0799, -0.0125, -0.2560], [-0.0391, -0.0248, 0.1205], [0.0119, 0.0535, -0.1136], [-0.4460, -0.2003, 0.1891], [0.1017, 0.0818, -0.1142], [0.1194, 0.1887, -0.5156], [-0.4669, -0.0752, 0.2900], [-0.0922, -0.0716, 0.1214], [0.1504, -0.0946, -0.0283], [0.0978, 0.1352, 0.0645], [0.0637, 0.0439, 0.0016], [0.2494, 0.1052, 0.0650], [0.3024, -0.1311, -0.1042], [-0.1297, -0.0467, -0.0639], [-0.0897, 0.0062, -0.0736], [0.3001, -0.1277, -0.1180], [-0.1124, 0.0256, -0.0937], [-0.3388, 0.0269, -0.1815], [0.4682, -0.2133, -0.1665], [0.1574, -0.0489, 0.0036], [-0.0126, 0.1563, 0.0591], [-0.0869, -0.0574, 0.1323], [-0.0086, 0.0448, 0.0303], [-0.1238, 0.0557, 0.2148], [-0.0927, 0.1561, 0.1830], [0.0436, -0.0488, -0.0957], [0.0767, 0.0084, 0.0748], [-0.2235, 0.2167, 0.2216], [-0.0702, -0.3394, -0.1750], [0.3053, -0.1155, 0.1802], [-0.3995, 0.3738, 0.0275], [-0.1441, 0.0795, -0.0298], [0.1323, -0.0042, -0.1170], [-0.0271, -0.1822, -0.0338], [0.0326, -0.0625, -0.0110], [0.0674, -0.2191, -0.1335], [0.1351, -0.1446, -0.1731], [-0.0401, 0.0815, 0.0769]]
}